# C2H5NO

2 unconnected molecules or ions with the total composition C2H5NO (ωB97M-V with the def2-TZVPD basis set, OMol25).

```
9
Properties=species:S:1:pos:R:3:forces:R:3
C 1.941 1.992 1.251 -0.3 0.7 0.6
C -1.365 -1.191 -0.884 -2.3 0.8 0.5
N 1.531 0.928 1.060 1.7 3.8 0.2
O 1.351 -0.128 0.655 -1.3 -4.6 -1.0
H 1.983 3.002 1.560 0.0 0.2 0.2
H -0.613 -1.097 -0.162 0.8 -0.2 1.3
H -0.928 -1.541 -1.751 0.8 -1.3 -1.8
H -2.259 -1.795 -0.573 1.0 0.6 -0.3
H -1.640 -0.170 -1.155 -0.5 0.0 0.2
```
Positions in Å, forces in eV/Å.

Structure (SMILES): C#[N+][O-].C
Multiplicity: 1
HOMO-LUMO gap: 11.07 eV
Energy relative to the best compared isomer or geometry (same formula, charge and spin): 96.2 kcal per mole
E_HOMO: -10.180 eV
Total energy: -209.06898 hartree

Löwdin population analysis, charges in e, atoms 1 to 5:
1. C 0.14
2. C -0.04
3. N -0.25
4. O 0.06
5. H 0.06

***

# C11H14AsIrN2OS4

A molecular structure, C11H14AsIrN2OS4 (ωB97M-V with the def2-TZVPD basis set, OMol25).

```
34
Properties=species:S:1:pos:R:3:forces:R:3
Ir -0.218 0.022 -2.144 0.2 0.2 0.2
C 0.138 -1.908 -3.658 0.1 -0.1 -0.1
C -1.247 -1.591 -3.535 1.4 -0.6 0.9
C -1.957 -2.219 -2.477 1.7 -0.4 -0.2
C -1.281 -3.157 -1.663 -1.0 0.7 -0.8
C 0.046 -3.545 -1.909 -0.4 -0.9 1.3
C 0.759 -2.924 -2.889 0.6 0.5 -1.0
H 0.735 -1.484 -4.463 -0.3 0.1 0.1
H -1.620 -0.878 -4.235 -0.8 0.1 -0.3
H -2.983 -1.976 -2.329 -0.6 0.0 0.2
H -1.879 -3.569 -0.862 0.3 -0.3 0.1
H 0.487 -4.355 -1.289 -0.3 0.7 -0.5
H 1.804 -3.187 -3.148 -0.8 0.1 0.4
S 0.593 4.963 -2.386 -0.3 -1.1 0.0
As -0.190 3.034 -3.026 1.1 0.7 -0.3
S -1.663 1.951 -1.874 0.1 -0.4 0.2
S 1.239 1.321 -3.423 -0.7 0.4 0.6
S -0.750 3.975 -4.813 -0.2 0.1 -0.3
N -0.193 -0.537 0.078 0.0 -0.2 -1.0
C -0.001 -0.086 1.118 0.0 0.0 0.4
N 0.322 0.407 2.294 -1.2 -0.3 0.9
C 1.282 1.490 2.255 0.6 0.9 0.3
C 1.768 1.807 3.649 -0.6 -0.5 1.1
O 0.672 2.007 4.572 0.7 0.1 -0.4
C -0.055 0.807 4.695 1.1 -0.4 -2.0
C -0.734 0.511 3.353 0.5 0.2 0.2
H 0.858 2.433 1.848 0.2 -0.7 -0.3
H 2.143 1.101 1.710 -0.1 0.5 -0.4
H 2.327 2.720 3.670 0.3 0.5 -0.2
H 2.438 1.007 4.015 -0.4 0.1 0.0
H -0.807 0.912 5.437 -0.4 0.0 0.9
H 0.690 0.006 4.858 -0.6 -0.1 0.6
H -1.405 1.333 3.139 -0.2 0.3 -0.3
H -1.320 -0.395 3.431 0.1 -0.3 -0.3
```
Positions in Å, forces in eV/Å.

Multiplicity: 5
HOMO-LUMO gap (alpha / beta): 7.16 / 6.52 eV
E_HOMO (alpha / beta): -7.069 / -7.868 eV
Total energy: -4545.06262 hartree

Löwdin population analysis, charges in e, atoms 1 to 5:
1. Ir 0.63
2. C -0.22
3. C -0.22
4. C -0.10
5. C -0.10

***

# C37H43LaNO2P

A molecular structure, C37H43LaNO2P (ωB97M-V with the def2-TZVPD basis set, OMol25).

```
85
Properties=species:S:1:pos:R:3:forces:R:3
O 0.458 -1.231 -3.880 0.5 0.7 -2.5
C 0.977 -0.015 -4.544 -0.1 0.8 0.9
C 1.038 -0.585 -5.939 -0.3 -0.4 0.4
H 1.957 0.238 -4.126 -0.2 0.1 0.0
H 0.262 0.803 -4.432 0.2 0.1 0.2
C 0.629 -1.902 -5.244 -0.1 -0.5 -0.5
H 2.024 -0.604 -6.410 -0.3 0.1 0.1
H 0.280 -0.210 -6.626 0.1 0.1 0.1
C 1.772 -2.899 -5.307 0.3 -0.4 0.2
H 2.662 -2.427 -5.719 0.1 0.0 0.1
H 1.510 -3.725 -5.977 0.1 0.1 0.2
H 2.045 -3.309 -4.340 -0.2 -0.2 0.1
C -0.654 -2.513 -5.774 -0.1 -0.1 -0.1
H -1.283 -1.779 -6.276 -0.1 0.1 0.3
H -1.215 -3.000 -4.982 -0.1 0.0 0.1
H -0.396 -3.274 -6.521 -0.2 0.2 0.1
La -0.177 -1.054 -1.145 -3.1 1.7 1.6
C -2.621 -1.334 1.043 -0.3 0.6 -0.9
C -2.629 0.072 0.820 -0.4 -0.6 -0.3
C -2.962 0.306 -0.540 0.1 0.2 0.3
H -2.492 0.834 1.591 0.2 -0.2 -0.4
C -3.167 -0.953 -1.174 0.1 -0.3 -0.1
C -2.959 -1.968 -0.188 0.2 0.5 0.2
H -3.150 -3.035 -0.284 0.1 0.3 -0.2
H -2.457 -1.825 1.998 0.1 0.0 -0.3
H -3.173 1.292 -0.973 0.2 -0.5 0.1
H -3.579 -1.107 -2.178 0.2 0.1 0.4
C 0.327 -3.414 0.124 0.5 -0.2 -0.4
C -0.472 -3.762 -1.007 0.7 -0.3 -0.1
C 0.260 -3.424 -2.179 0.4 -0.7 0.2
H -1.463 -4.227 -0.979 0.6 0.3 0.0
C 1.516 -2.864 -1.784 0.2 -0.9 0.5
C 1.557 -2.859 -0.355 -0.1 -0.9 -0.4
H 2.352 -2.431 0.262 -0.4 -0.2 -0.4
H 0.077 -3.585 1.178 0.0 0.3 -0.6
H -0.059 -3.566 -3.212 0.0 0.0 0.5
H 2.253 -2.429 -2.464 -0.2 -0.3 0.4
O 0.074 3.619 -2.947 -1.7 0.9 -0.1
C -1.301 3.514 -3.398 0.0 -0.4 0.1
C -1.786 4.933 -3.723 0.8 -0.2 0.0
H -1.953 3.108 -2.589 0.4 0.1 -0.3
H -1.316 2.808 -4.238 0.0 0.2 0.1
C -1.152 5.710 -2.565 -0.4 -0.8 0.7
H -2.873 4.988 -3.781 0.1 0.1 0.0
H -1.336 5.301 -4.652 -0.2 -0.2 -0.1
C 0.135 4.923 -2.299 1.0 -0.5 0.3
H -1.761 5.587 -1.651 0.0 0.3 -0.5
H -0.994 6.772 -2.748 0.0 -0.1 -0.1
H 0.253 4.742 -1.209 0.2 0.3 -0.6
H 1.025 5.391 -2.737 -0.1 0.1 0.4
N 0.387 -0.374 0.944 1.8 1.4 3.4
P 0.666 -0.022 2.491 -0.7 -0.6 -1.4
C -0.377 -0.964 3.696 -0.3 -0.7 -0.1
C -1.645 -0.488 4.079 -0.1 -0.2 0.0
C -2.553 -1.302 4.760 0.4 -0.3 -0.1
C -2.208 -2.626 5.046 0.3 0.1 -0.2
C -0.934 -3.104 4.709 0.0 0.1 -0.1
C -0.011 -2.277 4.054 -0.5 0.1 -0.1
C 2.326 -0.263 3.270 0.9 -0.1 -0.2
C 3.050 -1.428 2.956 0.1 0.2 0.2
C 4.292 -1.696 3.541 -0.2 0.1 0.0
C 4.843 -0.811 4.473 -0.3 -0.1 -0.2
C 4.150 0.361 4.776 0.0 -0.1 -0.1
C 2.929 0.650 4.160 -0.1 -0.2 0.0
C 0.263 1.645 3.133 0.1 1.2 -0.3
C -0.008 1.920 4.493 -0.2 0.1 0.0
C -0.569 3.139 4.885 0.2 0.0 -0.5
C -0.763 4.146 3.926 0.2 -0.5 0.1
C -0.337 3.939 2.613 -0.1 0.3 0.2
C 0.177 2.702 2.212 -0.3 -0.1 0.4
H -1.961 0.524 3.815 0.1 -0.4 0.0
H -3.546 -0.932 5.019 0.3 0.0 -0.1
H -2.941 -3.296 5.491 0.2 0.1 0.0
H -0.671 -4.147 4.909 -0.1 0.4 0.0
H 0.979 -2.667 3.784 -0.5 0.2 0.1
H 2.638 -2.141 2.240 0.1 0.2 0.2
H 4.824 -2.608 3.269 -0.1 0.2 0.1
H 5.802 -1.035 4.947 -0.3 0.1 -0.2
H 4.569 1.064 5.499 -0.1 -0.2 -0.3
H 2.459 1.606 4.394 0.0 -0.4 -0.1
H 0.178 1.165 5.267 -0.2 0.2 -0.5
H -0.875 3.304 5.922 0.2 -0.1 -0.3
H -1.230 5.085 4.215 0.1 -0.1 -0.1
H -0.451 4.771 1.912 0.1 -0.4 0.1
H 0.487 2.528 1.180 -0.2 0.0 0.2
```
Positions in Å, forces in eV/Å.

Multiplicity: 1
HOMO-LUMO gap: 6.66 eV
E_HOMO: -6.435 eV
Total energy: -2013.78250 hartree

Löwdin population analysis, charges in e, atoms 1 to 5:
1. O -0.24
2. C -0.14
3. C -0.08
4. H 0.13
5. H 0.11

***

# C11H8N2O

A single C11H8N2O molecule (ωB97M-V with the def2-TZVPD basis set, OMol25).

```
22
Properties=species:S:1:pos:R:3:forces:R:3
C 2.076 0.241 1.170 -0.8 -0.3 0.5
C -0.081 -0.809 -2.568 -0.1 0.3 -0.6
C -1.566 1.821 1.426 0.0 -0.5 0.7
C -1.322 2.128 0.044 0.3 -0.3 -0.8
C -1.114 0.687 1.969 -0.3 0.3 0.0
C -0.761 1.220 -0.778 -0.3 0.7 0.0
C -0.292 -0.289 1.179 -0.1 -0.2 -0.3
C -0.378 -0.086 -0.307 0.2 -0.7 -0.3
C 2.866 0.661 0.226 1.0 0.4 -0.7
C 0.410 -2.464 -0.865 0.0 -0.1 0.1
C -0.056 -1.075 -1.180 0.1 0.2 1.1
N 1.053 -0.147 1.738 0.4 -0.2 0.8
N -0.086 -0.633 -3.702 0.0 0.0 -0.3
O 3.869 1.018 -0.267 -0.3 0.0 -0.2
H -2.139 2.523 2.014 0.0 0.0 0.1
H -1.625 3.094 -0.330 0.0 0.1 -0.1
H -1.262 0.446 3.010 0.0 0.0 0.1
H -0.617 1.433 -1.828 0.0 0.1 0.0
H -0.588 -1.307 1.461 0.0 0.2 -0.1
H 1.436 -2.588 -1.213 0.0 -0.1 0.0
H -0.206 -3.191 -1.397 0.0 0.0 0.0
H 0.382 -2.684 0.197 0.0 0.0 0.1
```
Positions in Å, forces in eV/Å.

Structure (SMILES): C/C(C#N)=C1/C=CC=C[C@@H]1N=C=C=O
Multiplicity: 1
HOMO-LUMO gap: 7.21 eV
Energy relative to the best compared isomer or geometry (same formula, charge and spin): 102.3 kcal per mole
E_HOMO: -8.401 eV
Total energy: -608.56784 hartree

Löwdin population analysis, charges in e, atoms 1 to 5:
1. C -0.05
2. C -0.21
3. C -0.08
4. C -0.06
5. C -0.03

***

# C12H13NO

A single C12H13NO molecule (ωB97M-V with the def2-TZVPD basis set, OMol25).

```
27
Properties=species:S:1:pos:R:3:forces:R:3
C -0.073 -0.936 -1.299 3.1 2.4 -1.2
C -1.009 -1.858 -1.426 -1.9 -1.5 1.2
C -1.545 -2.208 -0.164 0.9 -0.4 -0.4
C -1.101 -1.833 1.095 -1.3 0.0 -0.2
C -0.013 -0.972 1.159 0.2 0.4 1.0
C 0.753 -0.276 2.339 0.8 -2.3 0.9
C 1.965 0.332 1.596 -2.2 1.6 -0.2
C 1.607 0.375 0.112 0.9 3.0 -1.6
C 0.132 2.520 0.235 0.7 -0.7 1.2
C -1.279 1.984 0.006 -3.2 -1.5 -2.3
C -2.323 1.566 -0.576 3.0 0.9 2.6
C 0.489 -0.570 -0.048 0.3 -0.3 -0.9
H -0.041 -0.461 -3.265 1.0 0.1 2.2
H -1.336 -2.325 -2.378 0.1 0.6 0.8
H -2.240 -2.966 -0.216 -1.9 -1.4 0.2
H -1.753 -2.151 1.920 0.8 0.1 -0.1
H 0.094 0.371 3.023 1.1 -0.8 -1.2
H 1.379 -1.048 2.988 -2.3 1.1 -0.7
H 2.250 1.275 2.037 0.2 0.5 -0.2
H 2.770 -0.318 1.700 1.5 -1.1 0.2
H 2.563 0.253 -0.473 -1.2 -0.6 0.3
H 1.059 1.699 -1.434 -0.2 -0.2 0.1
H 0.141 3.495 -0.280 0.0 -0.1 0.8
H 0.519 2.589 1.386 -1.6 0.1 -2.7
H -3.272 1.040 -0.829 1.4 0.9 0.3
N 1.183 1.751 -0.432 0.7 -0.3 1.1
O 0.495 -0.307 -2.415 -0.9 -0.4 -1.2
```
Positions in Å, forces in eV/Å.

Structure (SMILES): C#CCN[C@H]1CCc2cccc(O)c21
Multiplicity: 1
HOMO-LUMO gap: 8.98 eV
Energy relative to the best compared isomer or geometry (same formula, charge and spin): 85.3 kcal per mole
E_HOMO: -8.278 eV
Total energy: -594.91760 hartree

Löwdin population analysis, charges in e, atoms 1 to 5:
1. C -0.28
2. C -0.03
3. C -0.08
4. C -0.04
5. C -0.16

***

# C3H8N2

A gas-phase ion, C3H8N2 (charge +1) (ωB97M-V with the def2-TZVPD basis set, OMol25).

```
13
Properties=species:S:1:pos:R:3:forces:R:3
C -0.698 -1.746 0.155 0.3 -0.1 0.0
C 0.053 -0.479 -0.044 -0.9 0.1 1.4
C -0.694 0.699 -0.269 0.4 0.2 -1.2
N -0.169 1.952 -0.201 -0.1 -0.3 -1.5
N 1.337 -0.415 0.262 0.1 0.6 -0.2
H -1.751 -1.577 -0.023 -0.2 -0.2 -0.2
H -0.595 -2.157 1.161 0.1 0.2 0.1
H -0.279 -2.499 -0.506 -0.2 -0.2 -0.3
H -1.691 0.612 -0.681 -0.3 -0.1 0.7
H 0.690 2.067 -0.735 0.4 0.1 0.7
H -0.793 2.661 -0.574 -0.2 0.0 0.4
H 1.812 0.432 -0.007 0.4 -0.1 0.5
H 1.761 -0.994 0.977 0.1 -0.3 -0.5
```
Positions in Å, forces in eV/Å.

Total charge: +1
Multiplicity: 2
HOMO-LUMO gap (alpha / beta): 10.23 / 9.93 eV
Energy relative to the best compared isomer or geometry (same formula, charge and spin): 0.0 kcal per mole
E_HOMO (alpha / beta): -13.662 / -16.411 eV
Total energy: -228.33846 hartree

Löwdin population analysis, charges in e, atoms 1 to 5:
1. C 0.00
2. C -0.30
3. C -0.05
4. N 0.14
5. N 0.22

***

# C9H20N3O3S

2 unconnected molecules or ions with the total composition C9H20N3O3S (ωB97M-V with the def2-TZVPD basis set, OMol25).

```
36
Properties=species:S:1:pos:R:3:forces:R:3
C 1.230 1.024 -1.093 -0.3 -0.6 0.1
S -0.365 1.897 -1.408 0.9 5.8 -1.0
O -0.421 2.482 -2.794 -0.3 -2.8 2.5
O -0.535 3.019 -0.417 0.0 -3.4 -1.1
C -1.700 0.646 -1.149 -0.9 -0.3 0.0
C -3.149 1.288 -1.033 1.4 1.8 -1.1
N -4.088 0.221 -0.558 0.2 0.4 1.0
C -3.713 -1.182 -0.962 0.1 -1.9 -0.2
C -2.772 -1.286 -2.234 0.4 -1.1 -0.2
O -2.112 -2.569 -2.156 -0.4 1.3 0.2
N -1.707 -0.253 -2.322 -1.4 0.2 0.4
H 1.060 -0.075 -1.259 0.2 1.1 0.3
H 2.053 1.354 -1.783 -1.2 0.1 0.4
H 1.531 1.241 -0.031 -0.6 -0.3 -1.1
H -1.454 0.116 -0.176 0.0 0.4 -1.2
H -3.183 2.223 -0.397 -0.1 -1.3 -0.4
H -3.449 1.611 -2.075 0.2 -0.4 1.2
H -4.056 0.244 0.477 -0.2 0.0 -0.5
H -5.056 0.457 -0.810 0.3 -0.1 -0.1
H -4.675 -1.761 -1.111 1.2 0.7 0.0
H -3.184 -1.681 -0.096 -0.5 0.7 -1.0
H -3.381 -1.311 -3.180 0.4 0.4 0.9
H -1.235 -2.375 -2.542 -0.4 -0.4 0.3
H -1.949 0.303 -3.158 0.7 0.0 0.5
C 3.193 -0.621 3.911 0.0 0.0 0.0
C 4.508 -0.677 3.141 -0.2 -0.1 0.3
C 4.440 0.043 1.791 -0.4 -0.5 -0.2
C 3.401 -0.592 0.924 -0.3 -0.2 -0.6
N 2.593 -1.085 0.252 1.2 0.5 1.1
H 2.388 -1.125 3.371 0.0 0.0 0.0
H 3.297 -1.119 4.876 0.0 0.1 0.0
H 2.890 0.414 4.094 0.0 -0.1 0.0
H 4.785 -1.724 2.988 0.1 0.1 -0.1
H 5.295 -0.221 3.746 0.0 0.0 -0.2
H 5.405 -0.014 1.284 -0.1 0.0 -0.1
H 4.191 1.098 1.930 -0.1 -0.1 -0.1
```
Positions in Å, forces in eV/Å.

Total charge: +1
Multiplicity: 1
HOMO-LUMO gap: 9.89 eV
Energy relative to the best compared isomer or geometry (same formula, charge and spin): 25.6 kcal per mole
E_HOMO: -13.542 eV
Total energy: -1142.77586 hartree

Löwdin population analysis, charges in e, atoms 1 to 5:
1. C -0.15
2. S 0.74
3. O -0.34
4. O -0.36
5. C -0.35

***

# CH5O4P

A molecular structure, CH5O4P (ωB97M-V with the def2-TZVPD basis set, OMol25).

```
11
Properties=species:S:1:pos:R:3:forces:R:3
O 0.030 -0.518 -1.351 -1.9 0.1 -2.3
O 2.194 -0.395 -0.430 6.2 0.3 0.7
O 0.397 -1.349 0.807 0.5 -2.8 4.3
O 0.331 1.167 0.509 1.5 -1.6 -0.5
C -0.936 1.122 1.123 0.0 1.9 3.0
P 0.768 -0.255 -0.144 -6.0 4.6 -2.2
H 2.134 -1.325 -0.663 1.3 -0.8 -0.7
H -0.537 -1.408 0.719 -1.5 -0.9 0.1
H -1.794 0.772 0.603 -0.3 -0.3 -1.3
H -1.106 2.172 1.449 -0.2 -0.6 -0.5
H -0.933 0.596 2.104 0.4 -0.1 -0.6
```
Positions in Å, forces in eV/Å.

Multiplicity: 1
HOMO-LUMO gap: 10.96 eV
Energy relative to the best compared isomer or geometry (same formula, charge and spin): 34.8 kcal per mole
E_HOMO: -10.439 eV
Total energy: -683.47016 hartree

Löwdin population analysis, charges in e, atoms 1 to 5:
1. O -0.23
2. O 0.01
3. O -0.03
4. O -0.19
5. C -0.15

***

| no. | strongest force on any atom (eV/Å) |
| --- | --- |
| 1 | 4.9 |
| 2 | 2.3 |
| 3 | 4.1 |
| 4 | 1.3 |
| 5 | 4.3 |
| 6 | 1.7 |
| 7 | 6.0 |
| 8 | 7.9 |